Here is C47H42AsN5O2P2Pd as an isolated structure from the OMol25 dataset. Energies are from ωB97M-V with the def2-TZVPD basis set.

```
! wB97M-V def2-TZVPD RIJCOSX def2/J DEFGRID3
* xyz 0 1
Pd -0.14 1.25 -0.07
C -0.66 -2.09 -0.91
N -1.58 -2.39 0.17
C -1.46 -1.71 1.44
P -0.28 -0.29 1.57
C -0.86 0.26 3.21
C -0.14 0.02 4.38
C -0.65 0.44 5.60
C -1.87 1.09 5.67
C -2.60 1.31 4.51
C -2.10 0.90 3.29
C 1.33 -1.07 1.87
C 2.42 -0.24 2.12
C 3.68 -0.78 2.31
C 3.87 -2.15 2.23
C 2.79 -2.98 1.98
C 1.52 -2.44 1.80
C -2.22 -3.65 0.20
C -3.45 -3.77 0.84
C -4.10 -4.99 0.88
C -3.54 -6.10 0.27
C -2.32 -5.99 -0.37
C -1.65 -4.77 -0.40
P -0.96 -0.35 -1.46
C -2.77 -0.31 -1.49
C -3.47 -1.21 -2.29
C -4.85 -1.26 -2.25
C -5.56 -0.39 -1.42
C -4.87 0.53 -0.65
C -3.48 0.57 -0.67
C -0.52 -0.28 -3.22
C -1.19 0.63 -4.03
C -0.94 0.66 -5.39
C -0.05 -0.23 -5.96
C 0.60 -1.16 -5.16
C 0.37 -1.19 -3.79
H -0.92 -2.73 -1.76
H 0.40 -2.22 -0.70
H -1.18 -2.40 2.25
H -2.42 -1.27 1.74
H 0.81 -0.49 4.34
H -0.08 0.25 6.51
H -2.26 1.42 6.62
H -3.56 1.80 4.56
H -2.67 1.07 2.38
H 2.30 0.84 2.13
H 4.52 -0.12 2.48
H 4.86 -2.57 2.36
H 2.93 -4.05 1.91
H 0.70 -3.11 1.59
H -3.91 -2.89 1.28
H -5.06 -5.06 1.37
H -4.06 -7.05 0.29
H -1.87 -6.85 -0.84
H -0.68 -4.71 -0.88
H -2.93 -1.88 -2.95
H -5.38 -1.97 -2.87
H -6.64 -0.42 -1.40
H -5.41 1.22 -0.02
H -2.94 1.30 -0.08
H -1.90 1.32 -3.60
H -1.44 1.40 -6.01
H 0.15 -0.20 -7.02
H 1.31 -1.86 -5.59
H 0.93 -1.88 -3.17
O 2.10 -1.05 -1.48
C 2.74 -0.10 -1.04
N 2.21 1.04 -0.51
C 3.22 1.78 0.03
O 3.09 2.75 0.75
C 4.54 1.14 -0.31
C 5.83 1.51 -0.03
C 6.84 0.65 -0.46
C 6.54 -0.54 -1.12
C 5.22 -0.91 -1.38
C 4.24 -0.04 -0.97
H 6.06 2.43 0.49
H 7.88 0.90 -0.27
H 7.35 -1.19 -1.43
H 4.98 -1.83 -1.89
N -0.60 2.64 -1.58
C 0.06 3.23 -2.34
C 0.76 3.95 -3.28
C 1.07 3.37 -4.54
N 1.31 2.91 -5.56
C 1.12 5.29 -2.99
N 1.38 6.38 -2.74
C -1.70 4.04 1.63
As 0.05 3.26 1.32
C 0.89 4.80 0.52
C 0.86 3.25 3.08
H -1.58 4.99 2.15
H -2.34 3.38 2.21
H -2.15 4.22 0.65
H 0.76 5.63 1.22
H 0.40 5.05 -0.41
H 1.94 4.60 0.36
H 0.66 4.21 3.56
H 1.93 3.13 2.95
H 0.46 2.45 3.70
*
```

**HOMO**: -0.285 hartree
**Relative energy (zero: lowest compared OMol25 entry of this formula, charge and spin)**: 0.6325 eV
**Frontier orbital gap**: 7.24 eV



Here is C47H42Br2FeN4O5PSe as an isolated structure at a distorted geometry from the OMol25 dataset. Energies are from ωB97M-V with the def2-TZVPD basis set.

```
! wB97M-V def2-TZVPD RIJCOSX def2/J DEFGRID3
* xyz 0 2
Fe -0.53 -1.54 -0.40
Se -5.77 -6.94 0.94
N -5.12 -6.22 -0.56
C -4.25 -5.31 -0.19
C -3.49 -4.50 -1.13
C -3.62 -4.59 -2.52
C -2.87 -3.74 -3.31
C -1.99 -2.85 -2.70
N -1.81 -2.80 -1.39
C -2.58 -3.58 -0.62
C -2.43 -3.38 0.81
N -1.57 -2.41 1.17
C -1.35 -2.20 2.46
C -1.99 -2.94 3.45
C -2.89 -3.92 3.09
C -3.13 -4.15 1.74
C -4.06 -5.15 1.23
N -4.78 -5.92 2.00
H -4.32 -5.29 -2.94
H -2.96 -3.74 -4.38
H -1.41 -2.15 -3.29
H -0.65 -1.42 2.71
H -1.76 -2.74 4.49
H -3.41 -4.51 3.83
O 1.90 -4.59 -1.26
C 1.53 -3.46 -1.04
O 0.35 -3.20 -0.52
C 2.36 -2.22 -1.35
P 1.21 -0.86 -1.83
C 1.22 -1.14 -3.63
C 1.81 -0.21 -4.49
C 1.89 -0.48 -5.85
C 1.38 -1.66 -6.36
C 0.81 -2.60 -5.51
C 0.74 -2.33 -4.14
C 2.23 0.60 -1.44
C 1.73 1.75 -0.84
C 2.59 2.76 -0.44
C 3.96 2.65 -0.65
C 4.47 1.52 -1.26
C 3.61 0.50 -1.64
H 3.12 -2.44 -2.09
H 2.84 -1.93 -0.41
H 2.19 0.72 -4.10
H 2.34 0.25 -6.51
H 1.44 -1.87 -7.42
H 0.45 -3.54 -5.89
H 0.36 -3.10 -3.48
H 0.67 1.84 -0.66
H 2.19 3.64 0.06
H 4.62 3.45 -0.34
H 5.53 1.42 -1.44
H 4.03 -0.39 -2.10
C 4.19 3.55 3.68
C 3.57 2.40 4.48
C 4.70 1.52 5.01
C 2.81 2.98 5.69
C 2.61 1.62 3.59
C 2.73 0.27 3.34
C 1.84 -0.35 2.48
Br 1.99 -2.25 2.40
C 0.83 0.32 1.76
O 0.13 -0.25 0.80
C 0.61 1.67 2.15
C 1.52 2.26 3.02
C -0.61 2.54 1.79
C -1.59 1.94 0.79
C -0.17 3.89 1.21
C -1.40 2.80 3.09
H 4.88 4.13 4.30
H 3.43 4.24 3.30
H 4.74 3.16 2.82
H 5.39 2.12 5.61
H 5.28 1.07 4.19
H 4.33 0.71 5.64
H 3.50 3.50 6.36
H 2.32 2.19 6.25
H 2.05 3.69 5.37
H 3.49 -0.33 3.81
H 1.36 3.30 3.27
H -1.12 1.76 -0.17
H -2.41 2.65 0.64
H -2.01 0.99 1.13
H 0.41 3.75 0.30
H 0.43 4.49 1.90
H -1.05 4.48 0.94
H -1.77 1.86 3.51
H -2.26 3.44 2.89
H -0.79 3.29 3.85
Br -6.47 3.95 -3.82
C -4.96 2.94 -3.30
C -3.76 3.11 -3.98
C -2.66 2.37 -3.59
C -2.75 1.48 -2.53
C -3.95 1.32 -1.86
C -5.07 2.05 -2.24
C -1.53 0.69 -2.12
O -0.45 0.91 -2.67
O -1.75 -0.20 -1.23
H -3.70 3.80 -4.81
H -1.71 2.48 -4.10
H -4.01 0.62 -1.04
H -6.01 1.94 -1.72
*
```

**HOMO (alpha / beta)**: -0.275 / -0.274 hartree
**⟨S²⟩**: 0.792
**Relative energy (zero: lowest compared OMol25 entry of this formula, charge and spin)**: 0.0000 eV
**Frontier orbital gap (alpha / beta)**: 6.28 / 6.26 eV



Here is C47H44BeN3O5S2SbTe as an isolated structure from the OMol25 dataset. Energies are from ωB97M-V with the def2-TZVPD basis set.

```
! wB97M-V def2-TZVPD RIJCOSX def2/J DEFGRID3
* xyz -1 2
Be -0.09 1.17 0.03
O -2.12 1.41 -3.88
S -1.36 0.78 -2.84
O -2.04 -0.24 -2.07
O -0.05 0.22 -3.36
S -0.74 2.27 -1.55
C -7.64 5.18 1.78
C -6.51 4.20 1.83
C -6.70 2.91 2.30
C -5.66 1.97 2.34
C -5.95 0.61 2.89
C -4.40 2.34 1.86
Te -2.74 1.01 1.85
N 0.40 -0.45 -0.23
C 0.10 -1.27 0.80
O -0.58 -0.87 1.75
C 0.65 -2.66 0.94
C 1.92 -2.83 1.49
C 2.39 -4.10 1.77
C 1.60 -5.21 1.49
C 0.33 -5.04 0.95
C -0.15 -3.77 0.69
C -3.67 -0.58 0.80
C -3.48 -1.87 1.29
C -4.00 -2.97 0.63
C -4.74 -2.78 -0.53
C -4.94 -1.50 -1.01
C -4.40 -0.38 -0.37
C -4.63 0.98 -0.98
C -4.18 3.65 1.40
C -2.83 4.10 0.90
C -5.24 4.55 1.39
H -8.51 4.82 2.34
H -7.96 5.36 0.75
H -7.35 6.15 2.20
H -7.67 2.61 2.67
H -6.87 0.63 3.49
H -5.13 0.25 3.51
H -6.09 -0.13 2.10
H 2.53 -1.96 1.69
H 3.38 -4.23 2.19
H 1.97 -6.20 1.70
H -0.29 -5.90 0.75
H -1.16 -3.62 0.31
H -2.90 -2.01 2.20
H -3.84 -3.96 1.03
H -5.16 -3.63 -1.05
H -5.49 -1.35 -1.93
H -4.81 0.89 -2.05
H -3.76 1.62 -0.84
H -5.49 1.48 -0.51
H -2.07 4.02 1.68
H -2.87 5.14 0.58
H -2.50 3.50 0.05
H -5.06 5.56 1.03
N 3.64 5.62 3.38
C 3.45 4.26 3.64
O 4.05 3.73 4.58
C 2.51 3.55 2.80
C 2.31 2.15 2.97
C 1.46 1.46 2.17
N 0.75 2.04 1.14
C 0.89 3.41 1.00
C 1.72 4.16 1.78
H 4.47 5.97 3.83
H 3.55 5.91 2.42
H 2.84 1.64 3.76
H 1.30 0.41 2.32
H 0.30 3.87 0.22
H 1.74 5.22 1.60
C 4.83 -4.32 -0.95
C 5.01 -2.96 -0.77
C 3.98 -2.07 -1.04
C 2.74 -2.54 -1.47
C 2.56 -3.91 -1.64
C 3.60 -4.80 -1.39
Sb 1.17 -1.13 -1.93
C 2.54 0.35 -2.55
C 2.91 1.34 -1.65
C 3.84 2.30 -2.03
C 4.41 2.27 -3.29
C 4.04 1.27 -4.19
C 3.11 0.31 -3.82
C -0.01 -2.56 -2.95
C -1.25 -2.95 -2.47
C -1.95 -3.95 -3.12
C -1.43 -4.55 -4.25
C -0.19 -4.15 -4.74
C 0.52 -3.16 -4.09
H 5.64 -5.01 -0.75
H 5.97 -2.58 -0.43
H 4.15 -1.01 -0.91
H 1.60 -4.30 -1.96
H 3.44 -5.86 -1.52
H 2.48 1.38 -0.66
H 4.11 3.07 -1.32
H 5.13 3.02 -3.58
H 4.48 1.24 -5.18
H 2.83 -0.46 -4.53
H -1.69 -2.44 -1.62
H -2.92 -4.24 -2.74
H -1.99 -5.33 -4.76
H 0.22 -4.61 -5.63
H 1.50 -2.88 -4.46
*
```

**HOMO (alpha / beta)**: -0.111 / -0.187 hartree
**⟨S²⟩**: 0.763
**Relative energy (zero: lowest compared OMol25 entry of this formula, charge and spin)**: 0.0000 eV
**Frontier orbital gap (alpha / beta)**: 5.27 / 7.33 eV